Molecular formula: C36H48N3O2P2Rb
Method: DFT, the ωB97M-V functional and the def2-TZVPD basis

Geometry (Å):
1 Rb 0.022 -0.446 -0.630
2 C -3.342 0.352 1.641
3 C -3.786 1.292 0.518
4 C -4.945 2.172 0.981
5 P -2.257 1.962 -0.324
6 C -2.920 3.215 -1.535
7 C -1.905 3.314 -2.681
8 C -3.221 4.614 -1.007
9 C -1.329 2.968 0.882
10 C -1.979 3.745 1.848
11 C -1.301 4.577 2.715
12 C 0.087 4.658 2.600
13 C 0.755 3.915 1.657
14 C 0.089 3.025 0.774
15 N 0.802 2.215 -0.073
16 C 1.860 2.735 -0.757
17 C 1.823 4.058 -1.282
18 C 2.824 4.568 -2.072
19 C 3.948 3.802 -2.381
20 C 4.031 2.529 -1.853
21 C 3.033 1.972 -1.049
22 P 3.230 0.333 -0.258
23 C 4.251 -0.740 -1.398
24 C 3.539 -0.786 -2.748
25 C 5.760 -0.574 -1.556
26 C 4.340 0.686 1.192
27 C 5.403 1.762 0.988
28 C 3.439 1.056 2.374
29 H -4.200 -0.177 2.064
30 H -2.860 0.916 2.443
31 H -2.638 -0.401 1.279
32 H -4.180 0.664 -0.293
33 H -4.726 2.676 1.922
34 H -5.821 1.542 1.159
35 H -5.225 2.919 0.241
36 H -3.842 2.766 -1.926
37 H -0.934 3.643 -2.305
38 H -2.240 4.034 -3.433
39 H -1.761 2.349 -3.168
40 H -2.314 5.079 -0.619
41 H -3.963 4.626 -0.210
42 H -3.599 5.238 -1.822
43 H -3.058 3.723 1.894
44 H -1.836 5.164 3.450
45 H 0.650 5.309 3.259
46 H 1.833 3.990 1.582
47 H 0.954 4.666 -1.062
48 H 2.732 5.577 -2.459
49 H 4.742 4.198 -3.000
50 H 4.922 1.952 -2.050
51 H 4.101 -1.718 -0.923
52 H 3.661 0.154 -3.287
53 H 2.464 -0.947 -2.616
54 H 3.925 -1.598 -3.369
55 H 6.031 0.329 -2.099
56 H 6.158 -1.421 -2.123
57 H 6.272 -0.556 -0.593
58 H 4.828 -0.273 1.412
59 H 4.933 2.730 0.815
60 H 6.055 1.556 0.139
61 H 6.029 1.842 1.881
62 H 2.830 1.930 2.131
63 H 4.038 1.292 3.257
64 H 2.756 0.243 2.625
65 O -5.353 -5.963 1.021
66 C -5.690 -4.751 0.378
67 C -4.437 -4.022 -0.023
68 C -4.521 -2.825 -0.721
69 C -3.351 -2.165 -1.052
70 N -2.140 -2.616 -0.740
71 C -2.056 -3.772 -0.080
72 C -3.178 -4.503 0.298
73 C -0.680 -4.258 0.252
74 C -0.393 -5.615 0.338
75 C 0.902 -6.018 0.628
76 C 1.260 -7.483 0.697
77 O 0.174 -8.317 1.046
78 C 1.866 -5.038 0.819
79 C 1.485 -3.709 0.718
80 N 0.250 -3.320 0.447
81 H -6.160 -6.403 1.300
82 H -6.273 -4.102 1.041
83 H -6.290 -4.934 -0.521
84 H -5.478 -2.402 -0.999
85 H -3.385 -1.221 -1.586
86 H -3.082 -5.423 0.856
87 H -1.156 -6.361 0.164
88 H 2.108 -7.618 1.377
89 H 1.583 -7.817 -0.291
90 H -0.080 -8.129 1.955
91 H 2.894 -5.294 1.045
92 H 2.212 -2.917 0.871

Values from the calculation:
LUMO energy = -0.138 eV
charge = 0
energy = -2422.14288 a.u.
energy above the lowest of the compared OMol25 structures with the same formula, charge and spin = 21.3 kJ/mol
Kohn-Sham gap = 5.54 eV
spin multiplicity = 1